{"formula": "C5H12N2O", "method": "ωB97M-V/def2-TZVPD", "lumo_energy_ev": -3.53, "homo_ev": -6.522, "relative_energy_kj_mol": 882.3, "fmax_ha_per_bohr": 0.0871, "homo_lumo_gap_ha": 0.110, "elements": ["C", "N", "C", "C", "C", "C", "N", "O", "H", "H", "H", "H", "H", "H", "H", "H", "H", "H", "H", "H"], "coordinates": [[3.330, -1.449, -0.371], [2.360, -0.331, -0.100], [2.992, 0.829, 0.401], [-0.852, 0.096, -0.165], [-2.214, 0.412, 0.447], [-3.432, -0.077, -0.204], [-4.629, 0.702, 0.047], [-3.663, -1.115, -0.922], [3.953, -1.678, 0.522], [2.813, -2.565, -0.560], [4.108, -1.176, -1.242], [2.362, 1.647, 0.841], [3.603, 0.663, 1.501], [3.832, 1.146, -0.409], [-0.017, 0.227, 0.570], [-1.006, -0.900, -0.683], [-0.625, 0.808, -1.001], [-2.449, 1.307, 0.961], [-5.070, 0.978, 0.950], [-5.395, 0.478, -0.582]], "forces_ev_per_angstrom": [[-0.4336, -1.1311, -0.5767], [0.5916, -1.1239, -0.2230], [2.7567, -0.0232, 1.7707], [-2.1599, -0.4573, 0.6008], [0.9403, -0.5900, -2.9762], [-3.3980, -2.8703, -0.5255], [-0.1154, 0.4573, 0.4228], [2.1848, 3.1074, 1.6649], [-0.0998, 0.5137, -0.2755], [0.9611, 3.4181, -0.0193], [-1.7745, -0.5672, 1.6258], [-0.0365, -0.6057, -1.5846], [-0.7620, -0.2177, -2.7273], [-1.6347, -0.1113, 1.9551], [-0.3361, -0.6240, -0.6235], [0.8266, 0.9373, 0.8342], [-0.0205, -0.1066, 0.4800], [0.4093, 0.7369, 0.9341], [1.5384, -0.3306, -0.7543], [0.5623, -0.4118, -0.0024]], "lowdin_charge": [-0.198, -0.121, -0.260, -0.103, 0.008, -0.475, 0.077, -0.017, 0.047, 0.116, 0.104, 0.055, 0.128, 0.118, 0.057, 0.099, 0.105, 0.075, 0.103, 0.080]}

***

{"formula": "C2H2N6", "method": "ωB97M-V/def2-TZVPD", "lumo_energy_ev": -1.93, "homo_ev": -10.259, "relative_energy_kj_mol": 332.0, "fmax_ha_per_bohr": 0.1086, "homo_lumo_gap_ha": 0.306, "elements": ["C", "C", "H", "H", "N", "N", "N", "N", "N", "N"], "coordinates": [[0.376, 0.697, 0.792], [-0.992, -1.269, -0.491], [0.112, 1.044, 2.512], [-1.575, -2.212, 0.009], [0.944, 0.813, 2.001], [-0.986, 0.950, 0.327], [-1.613, -0.082, -0.229], [0.198, -1.279, -1.052], [0.944, -0.236, -1.333], [1.249, 0.491, -0.334]], "forces_ev_per_angstrom": [[3.2133, -1.5572, 1.8972], [1.9010, -1.3641, 1.6289], [-0.4267, 0.4366, 1.5085], [1.7229, 2.0753, -2.0778], [-2.8863, -0.4170, -4.7651], [-1.3312, -3.4710, -1.1100], [0.9426, 4.3732, 1.7194], [-3.6268, -2.6573, 0.7393], [1.2805, 1.2685, 1.9117], [-0.7893, 1.3129, -1.4521]], "lowdin_charge": [-0.446, -0.194, 0.023, 0.174, 0.158, 0.131, 0.043, 0.044, -0.013, 0.080]}

***

{"formula": "C3H12O5", "method": "ωB97M-V/def2-TZVPD", "lumo_energy_ev": 0.53, "homo_ev": -10.118, "relative_energy_kj_mol": 85.8, "fmax_ha_per_bohr": 0.0921, "homo_lumo_gap_ha": 0.391, "elements": ["H", "O", "O", "H", "H", "C", "O", "C", "H", "H", "C", "H", "H", "H", "O", "H", "H", "O", "H", "H"], "coordinates": [[-0.352, -1.680, -0.474], [0.613, -2.183, -1.227], [-1.009, -0.903, 0.381], [1.327, -1.561, -1.489], [1.079, -2.824, -0.675], [-0.644, 0.318, 0.069], [0.310, 0.473, -0.694], [-1.482, 1.491, 0.502], [-2.522, 1.476, 0.082], [-1.636, 1.406, 1.623], [-0.847, 2.846, 0.308], [-0.323, 2.959, -0.598], [-1.579, 3.668, 0.373], [-0.156, 3.016, 1.142], [2.589, -0.467, -1.662], [2.218, -0.146, -2.582], [2.033, 0.137, -1.014], [0.217, -2.983, 1.741], [0.770, -2.657, 2.374], [-0.606, -2.386, 1.819]], "forces_ev_per_angstrom": [[0.2752, 1.5350, 1.1829], [-1.1588, -0.8420, 0.5604], [0.3584, -0.4694, -1.2552], [0.2137, 0.7036, 0.0474], [-0.2878, -0.2211, 0.2246], [-0.0567, -1.3187, -1.3188], [0.1928, 1.0758, 0.2508], [-1.3003, 0.1063, 1.9376], [1.0284, -0.4757, 0.0918], [-0.0922, -0.2807, -1.1758], [-0.3362, 0.7140, 1.3477], [0.6557, -0.0324, -1.1743], [0.0754, -0.4669, -0.0328], [0.1431, 0.0775, -0.3337], [-2.2985, 2.2307, -1.2619], [1.2351, -0.7628, 2.6748], [1.1521, -1.4314, -1.6983], [-4.1332, -0.1784, -2.3055], [2.4741, 1.2853, 2.7062], [1.8597, -1.2485, -0.4679]], "lowdin_charge": [0.183, 0.037, -0.044, 0.022, 0.094, -0.557, -0.005, -0.167, 0.134, 0.134, -0.113, 0.051, 0.081, 0.080, -0.138, 0.121, 0.079, -0.047, -0.024, 0.079]}

***

{"formula": "HN2P", "method": "ωB97M-V/def2-TZVPD", "lumo_energy_ev": [-0.98, -1.00], "homo_ev": [-9.096, -9.291], "relative_energy_kj_mol": 325.8, "fmax_ha_per_bohr": 0.1055, "homo_lumo_gap_ha": [0.298, 0.305], "elements": ["N", "N", "P", "H"], "coordinates": [[-1.009, -0.510, -0.721], [-0.863, -0.390, 0.523], [-0.128, 0.895, -0.121], [2.000, 0.004, 0.318]], "forces_ev_per_angstrom": [[0.5822, 0.3603, 1.9973], [-2.8071, -3.9094, 0.0274], [4.6669, 2.4162, -1.3439], [-2.4420, 1.1330, -0.6809]], "lowdin_charge": [-0.192, -0.375, 0.637, -0.070]}